Below is a 7-piece molecular cluster, C46H80ClN3O15P overall at a distorted geometry, with properties calculated with ωB97M-V with the def2-TZVPD basis set.

Last column: Mulliken charge in e.
Atoms and positions in Å:
C (4.61937, 5.57674, -1.92953)  -1.259
C (3.68452, 4.88534, -2.57372)  -0.369
N (3.79769, 3.48181, -2.91236)  0.671
C (4.11755, 2.57909, -1.94604)  0.334
N (3.37791, 2.32252, -0.89833)  0.797
C (3.70237, 1.27326, 0.08599)  -1.536
C (3.99955, 1.80271, 1.48350)  -0.189
C (4.62579, 0.68813, 2.31849)  -1.529
C (2.14146, 3.06901, -0.62464)  -1.629
C (0.84319, 2.26321, -0.80554)  0.007
C (-0.34448, 3.24473, -0.82085)  -1.452
C (-1.03999, 3.39337, -2.17374)  -0.967
C (-1.91948, 2.16544, -2.51065)  -0.660
C (-1.28599, 1.16332, -3.50421)  0.869
C (-2.08681, 0.88555, -4.79203)  -1.109
C (-2.16569, -0.60081, -5.14678)  -0.188
C (-0.74796, -1.20900, -5.25423)  -0.955
N (5.31546, 1.88895, -2.22493)  -0.081
Cl (6.41512, 2.06727, -0.87712)  0.054
C (5.84810, 2.41870, -3.50418)  1.317
C (6.39934, 1.27881, -4.36059)  -0.637
C (6.95097, 1.71688, -5.73126)  -1.722
P (7.22827, 3.73817, -3.17140)  0.227
O (7.00707, 4.63752, -4.52623)  -0.554
O (8.58813, 2.91228, -3.47015)  -0.501
C (4.62262, 3.14872, -4.09853)  -1.054
C (3.77464, 2.41331, -5.15131)  -1.795
C (2.73617, 1.41075, -4.66085)  0.661
C (3.21687, 0.01662, -4.31979)  -1.214
O (3.71913, -0.57468, -5.51100)  -0.609
H (4.70787, 6.63356, -2.14297)  0.336
H (5.25787, 5.13313, -1.17512)  0.250
H (2.76019, 5.35613, -2.88953)  0.736
H (4.50148, 0.64480, -0.28188)  0.531
H (2.81725, 0.63722, 0.13713)  0.689
H (3.05810, 2.08387, 1.95713)  0.327
H (4.65140, 2.67619, 1.45536)  0.422
H (4.89413, 1.03115, 3.31325)  0.397
H (3.94684, -0.16099, 2.39863)  0.426
H (5.52855, 0.31801, 1.82959)  0.312
H (2.18064, 3.38239, 0.41773)  0.391
H (2.09939, 3.97352, -1.21668)  0.372
H (0.91448, 1.66655, -1.71642)  0.448
H (0.76593, 1.57009, 0.03193)  0.294
H (-1.06886, 2.96153, -0.05943)  0.552
H (0.05172, 4.22173, -0.52402)  0.629
H (-1.66757, 4.28362, -2.11447)  0.309
H (-0.28475, 3.57173, -2.94683)  0.467
H (-2.89836, 2.48995, -2.86133)  0.653
H (-2.07948, 1.64032, -1.57499)  0.054
H (-1.08997, 0.22528, -2.98169)  0.401
H (-0.31269, 1.56854, -3.77963)  -0.782
H (-3.10239, 1.25589, -4.63732)  0.379
H (-1.64527, 1.41699, -5.63776)  0.415
H (-2.70073, -1.13824, -4.37185)  0.051
H (-2.63079, -0.72218, -6.12431)  0.447
H (-0.01986, -0.42248, -5.44551)  -0.053
H (-0.45476, -1.71622, -4.33548)  0.309
H (-0.67307, -1.92713, -6.06872)  0.453
H (5.62917, 0.53345, -4.53589)  0.230
H (7.16962, 0.77133, -3.78069)  0.560
H (6.75726, 2.76006, -5.96403)  0.457
H (6.54057, 1.09913, -6.52602)  0.453
H (8.02954, 1.57126, -5.77018)  0.368
H (7.46585, 5.47747, -4.38843)  0.359
H (8.86029, 2.92572, -4.39848)  0.291
H (4.91317, 4.08972, -4.55367)  0.909
H (3.22130, 3.19757, -5.67052)  0.584
H (4.43356, 1.96997, -5.89437)  0.334
H (2.16663, 1.79656, -3.81622)  -0.797
H (2.02179, 1.29409, -5.47750)  0.856
H (2.40469, -0.57216, -3.88663)  0.411
H (4.01224, 0.06238, -3.56630)  0.475
H (4.18547, -1.38670, -5.28806)  0.368
O (-3.41207, -0.00395, -0.78306)  -0.622
C (-4.34377, -0.40445, -1.42250)  0.402
O (-4.24055, -0.67845, -2.74245)  -0.166
C (-5.53614, -1.01791, -3.28349)  -0.532
C (-6.36058, -1.47254, -2.08625)  -0.493
C (-5.77046, -0.62538, -0.96320)  -0.359
H (-5.94807, -0.12653, -3.76137)  0.274
H (-5.40416, -1.79048, -4.03682)  0.347
H (-7.43058, -1.34679, -2.22412)  0.362
H (-6.17529, -2.52729, -1.88442)  0.262
H (-6.25838, 0.34780, -0.88117)  0.241
H (-5.78284, -1.11890, 0.00469)  0.233
O (-8.78002, -2.66097, -0.19499)  -0.629
C (-8.60545, -2.85833, 0.97591)  0.557
O (-7.86851, -3.89721, 1.42219)  -0.396
C (-7.91498, -3.95733, 2.86608)  -0.328
C (-8.27882, -2.55063, 3.31170)  -0.448
C (-9.15275, -2.07624, 2.15307)  -0.241
H (-8.67276, -4.68528, 3.15610)  0.172
H (-6.94635, -4.29215, 3.22821)  0.328
H (-8.76840, -2.53063, 4.27813)  0.274
H (-7.37822, -1.93450, 3.36775)  0.353
H (-10.19822, -2.35676, 2.29073)  0.086
H (-9.08253, -1.00835, 1.96272)  0.298
O (7.90627, 1.23017, 4.00851)  -0.558
C (8.40699, 2.19050, 3.50287)  0.302
O (9.33110, 2.95276, 4.12340)  -0.381
C (9.66943, 4.09739, 3.31825)  -0.417
C (9.29699, 3.70275, 1.89212)  -0.283
C (8.10919, 2.77378, 2.13111)  0.251
H (9.09310, 4.95439, 3.67130)  0.247
H (10.72890, 4.31243, 3.43249)  0.326
H (9.08250, 4.55734, 1.25397)  0.412
H (10.11592, 3.14213, 1.43799)  -0.020
H (7.16308, 3.31694, 2.18793)  -0.065
H (8.03469, 1.97546, 1.39524)  0.207
O (-10.10662, -3.96837, 5.41240)  -0.566
C (-11.17818, -4.32507, 5.01439)  0.455
O (-11.53687, -4.15326, 3.71354)  -0.278
C (-12.90255, -4.56540, 3.51520)  -0.502
C (-13.19535, -5.52345, 4.66318)  -0.449
C (-12.31416, -4.96498, 5.78089)  0.024
H (-13.53564, -3.67605, 3.54493)  0.260
H (-12.98486, -5.02193, 2.53198)  0.346
H (-14.25247, -5.57788, 4.91271)  0.364
H (-12.85892, -6.52786, 4.40180)  0.227
H (-12.82223, -4.18876, 6.35591)  0.274
H (-11.94910, -5.73571, 6.45221)  -0.146
O (-11.39920, -7.12760, 8.08858)  -0.605
C (-12.19715, -8.00662, 7.94150)  0.567
O (-13.38098, -7.80473, 7.30980)  -0.344
C (-14.18872, -8.99520, 7.36715)  -0.439
C (-13.20211, -10.13489, 7.59654)  -0.478
C (-12.11223, -9.44441, 8.41501)  -0.472
H (-14.89763, -8.88750, 8.19021)  0.255
H (-14.74245, -9.08118, 6.43572)  0.311
H (-13.65313, -10.99554, 8.08460)  0.329
H (-12.79099, -10.46537, 6.64198)  0.270
H (-12.32335, -9.46249, 9.48540)  0.269
H (-11.11700, -9.84101, 8.23681)  0.312
O (13.64701, 5.33182, 1.84981)  -0.576
C (13.68275, 4.13954, 1.91229)  0.551
O (13.43617, 3.46748, 3.06430)  -0.375
C (13.63984, 2.05545, 2.87431)  -0.413
C (13.49785, 1.82832, 1.37331)  -0.383
C (14.01311, 3.15069, 0.80759)  -0.442
H (14.63650, 1.80185, 3.23951)  0.281
H (12.90166, 1.51850, 3.46478)  0.317
H (14.03323, 0.94870, 1.02375)  0.348
H (12.44397, 1.70457, 1.11677)  0.140
H (15.09469, 3.14813, 0.66519)  0.294
H (13.52746, 3.44493, -0.11847)  0.279

* HOMO-LUMO gap: 7.827 eV
* largest force on an atom: 1.16 eV/A
* charge: +1
* calculated total energy: -105988.491 eV